Record 1
DFT (wB97M-V/def2-TZVPD) results for 21 unconnected molecules or ions with the total composition C9H60N5O22 at a distorted geometry.

## Properties
Gap between HOMO and LUMO in eV: 8.705
LUMO energy in eV: -2.7
HOMO energy in Eh: -0.420
ΔE to the lowest compared entry with this formula, charge and spin in kJ/mol: 0.0

```
! RIJCOSX wB97M-V def2-TZVPD def2/J DEFGRID3
* xyz 1 1
O -2.122 2.826 -3.327
O -2.915 -1.573 -2.593
C -1.471 1.907 -2.732
C -1.744 -1.496 -2.180
C 0.674 1.011 2.898
N 0.684 2.223 3.279
N -0.799 -2.355 -2.519
N 0.635 0.760 1.658
N -2.051 0.984 -1.920
N 0.950 0.136 3.759
C 0.011 1.913 -2.873
C -1.060 -3.614 -3.050
C 0.565 -0.610 1.094
C -0.852 -1.180 0.972
C -1.804 -0.326 0.140
C -1.374 -0.181 -1.337
H 0.937 2.523 4.231
H 0.505 2.935 2.594
H 0.139 -2.147 -2.314
H 0.744 1.538 1.038
H -3.044 1.105 -1.840
H 1.130 0.495 4.671
H 1.032 -0.800 3.433
H 0.404 2.703 -3.629
H 0.365 1.040 -3.351
H 0.458 2.046 -1.852
H -1.263 -3.588 -4.180
H -1.886 -4.028 -2.445
H -0.174 -4.236 -2.856
H 1.011 -0.645 0.108
H 1.185 -1.251 1.677
H -1.290 -1.216 1.937
H -0.852 -2.148 0.489
H -2.773 -0.738 0.058
H -2.090 0.551 0.604
H -0.313 -0.123 -1.377
O -4.140 -1.693 -4.909
H -3.455 -1.343 -5.612
H -3.644 -1.773 -4.012
O 0.985 -4.534 1.585
H 1.257 -5.330 0.981
H 1.491 -3.764 1.237
O -5.049 0.256 -2.325
H -4.641 -0.608 -2.738
H -5.390 0.806 -3.169
O -1.627 -4.106 1.966
H -1.796 -3.709 2.942
H -0.634 -4.301 1.908
O 2.835 3.287 0.190
H 2.090 3.881 0.573
H 2.759 3.366 -0.844
O -1.496 4.719 3.030
H -1.547 4.876 4.042
H -2.475 4.890 2.760
O 2.865 2.278 -4.932
H 3.334 2.296 -3.978
H 2.680 3.269 -5.032
O 0.251 4.183 1.139
H -0.530 4.373 1.822
H -0.185 4.564 0.321
O 2.177 -0.706 6.657
H 2.554 -1.496 6.095
H 2.645 0.158 6.258
O 2.377 -2.728 4.461
H 1.769 -3.549 4.343
H 3.179 -2.832 3.746
O -1.997 -3.024 4.420
H -2.926 -2.640 4.771
H -1.261 -2.490 4.938
O 2.139 -4.742 -1.484
H 1.508 -5.532 -1.601
H 2.731 -4.784 -2.302
O -2.861 0.333 3.703
H -3.552 -0.395 3.615
H -3.228 1.158 3.235
O 2.993 -3.074 0.422
H 3.314 -2.430 -0.266
H 2.821 -3.858 -0.231
O -1.018 4.823 -1.094
H -1.215 5.741 -1.329
H -0.809 4.309 -1.985
O 0.891 2.138 5.953
H 0.192 2.051 6.690
H 1.359 3.013 6.155
O 3.413 0.423 -0.242
H 4.313 0.540 -0.782
H 3.458 1.252 0.399
O -1.337 3.389 -5.949
H -1.693 3.052 -5.042
H -1.871 4.198 -6.207
O 2.208 -1.251 -2.423
H 2.756 -0.693 -1.768
H 2.234 -0.742 -3.332
O 2.106 -0.202 -4.836
H 2.254 0.851 -4.830
H 2.889 -0.581 -5.365
*
```

Charge distribution, Mulliken scheme, values in e:
1. O -0.87
2. O -0.90
3. C 0.39
4. C -0.04
5. C 1.33
6. N -0.05
7. N 0.35
8. N 0.75
9. N 0.18
10. N 0.01
11. C -0.61
12. C -0.91
13. C -1.62
14. C 0.39
15. C -2.60
16. C 1.77
17. H 0.12
18. H -0.15
19. H 0.08
20. H -0.07
21. H 0.43
22. H 0.06
23. H -0.07
24. H 0.14
25. H 0.46
26. H 0.12
27. H 0.27
28. H 0.39
29. H 0.17
30. H -0.62
31. H 0.72
32. H 0.22
33. H 0.61
34. H 0.68
35. H 0.99
36. H -0.94
37. O -0.72
38. H 0.30
39. H 0.58
40. O -0.64
41. H 0.27
42. H 0.40
43. O -0.72
44. H 0.40
45. H 0.34
46. O -0.73
47. H 0.42
48. H 0.35
49. O -0.62
50. H 0.31
51. H 0.30
52. O -0.63
53. H 0.30
54. H 0.32
55. O -0.69
56. H 0.35
57. H 0.34
58. O -0.80
59. H 0.27
60. H 0.42
61. O -0.66
62. H 0.34
63. H 0.33
64. O -0.72
65. H 0.33
66. H 0.35
67. O -0.67
68. H 0.32
69. H 0.32
70. O -0.67
71. H 0.31
72. H 0.30
73. O -0.62
74. H 0.31
75. H 0.30
76. O -0.67
77. H 0.25
78. H 0.41
79. O -0.68
80. H 0.29
81. H 0.34
82. O -0.67
83. H 0.29
84. H 0.32
85. O -0.59
86. H 0.29
87. H 0.26
88. O -0.70
89. H 0.40
90. H 0.29
91. O -0.57
92. H 0.18
93. H 0.39
94. O -0.71
95. H 0.40
96. H 0.31

***

Record 2
DFT (wB97M-V/def2-TZVPD) results for 6 unconnected molecules or ions with the total composition C44H82N2O2S at a distorted geometry.

## Properties
Gap between HOMO and LUMO in eV: 7.857
LUMO energy in eV: 0.3
SMILES string: Nc1ccc2c(c1)Sc1c(ccc(CC=O)c1O)N2.CCCCCC.CCCCCC.CCCCCC.CCCCCC.CCCCCC
HOMO energy in Eh: -0.277

```
! RIJCOSX wB97M-V def2-TZVPD def2/J DEFGRID3
* xyz 0 1
N -2.974 -0.035 7.689
C -3.395 0.913 6.613
C -3.371 2.471 6.807
C -3.802 3.378 5.607
C -4.240 2.806 4.212
C -4.241 1.235 4.083
C -3.834 0.287 5.238
S -4.740 0.607 2.393
C -3.909 1.862 1.284
C -3.954 3.339 1.830
C -3.244 4.454 0.972
C -2.516 4.088 -0.355
C -2.504 2.611 -0.886
C -1.772 2.160 -2.226
C -0.343 1.489 -1.854
O -0.117 0.965 -0.722
C -3.210 1.473 -0.058
O -3.166 0.120 -0.522
N -4.636 3.673 3.089
H -1.992 0.199 7.946
H -2.912 -0.967 7.230
H -3.041 2.939 7.807
H -3.812 4.528 5.700
H -3.805 -0.856 5.134
H -3.293 5.511 1.411
H -1.996 4.938 -0.916
H -2.386 1.296 -2.694
H -1.693 2.964 -3.030
H 0.521 1.415 -2.617
H -4.063 -0.190 -0.782
H -4.562 4.672 3.316
C 4.837 -0.600 3.776
C 3.442 -0.286 4.298
C 2.326 -0.827 3.404
C 2.287 -0.248 1.987
C 2.158 1.274 1.907
C 0.863 1.799 2.512
H 5.018 -0.136 2.803
H 5.593 -0.219 4.470
H 4.982 -1.679 3.677
H 3.335 0.794 4.434
H 3.336 -0.732 5.294
H 1.364 -0.649 3.897
H 2.427 -1.917 3.330
H 1.447 -0.704 1.450
H 3.188 -0.553 1.443
H 2.195 1.570 0.854
H 3.013 1.758 2.392
H -0.005 1.362 2.010
H 0.808 2.885 2.398
H 0.795 1.574 3.579
C 2.079 -5.542 4.629
C 2.843 -4.490 5.422
C 4.319 -4.393 5.035
C 5.145 -5.658 5.285
C 5.146 -6.162 6.729
C 5.759 -5.171 7.710
H 2.474 -6.546 4.806
H 1.026 -5.545 4.923
H 2.130 -5.335 3.557
H 2.739 -4.690 6.493
H 2.374 -3.515 5.246
H 4.768 -3.552 5.573
H 4.391 -4.139 3.970
H 6.178 -5.463 4.976
H 4.786 -6.463 4.633
H 5.721 -7.093 6.771
H 4.130 -6.414 7.048
H 6.792 -4.939 7.435
H 5.764 -5.594 8.718
H 5.194 -4.237 7.747
C -4.300 0.105 -8.125
C -3.677 1.468 -8.396
C -2.598 1.852 -7.382
C -3.080 1.989 -5.935
C -4.208 2.999 -5.715
C -3.812 4.427 -6.064
H -4.811 0.078 -7.160
H -5.038 -0.131 -8.896
H -3.539 -0.680 -8.135
H -4.462 2.230 -8.428
H -3.226 1.452 -9.394
H -2.134 2.790 -7.702
H -1.801 1.100 -7.411
H -2.224 2.271 -5.311
H -3.409 1.011 -5.566
H -4.500 2.968 -4.660
H -5.096 2.713 -6.287
H -2.952 4.750 -5.469
H -4.640 5.109 -5.857
H -3.557 4.529 -7.122
C 7.665 6.042 3.550
C 7.740 4.963 4.623
C 7.071 3.651 4.209
C 5.567 3.742 3.935
C 4.722 4.269 5.096
C 4.775 3.379 6.330
H 6.632 6.320 3.328
H 8.185 6.943 3.886
H 8.139 5.704 2.625
H 7.303 5.340 5.552
H 8.794 4.762 4.840
H 7.255 2.904 4.987
H 7.564 3.271 3.307
H 5.206 2.745 3.656
H 5.394 4.378 3.059
H 3.681 4.338 4.763
H 5.026 5.286 5.362
H 4.430 2.367 6.095
H 4.129 3.783 7.113
H 5.787 3.313 6.737
C -4.494 -4.067 -7.781
C -3.855 -3.877 -9.151
C -4.868 -3.550 -10.250
C -5.913 -4.638 -10.519
C -5.346 -6.008 -10.895
C -4.548 -5.993 -12.191
H -5.187 -4.911 -7.772
H -3.723 -4.264 -7.031
H -5.038 -3.168 -7.477
H -3.278 -4.768 -9.413
H -3.135 -3.053 -9.087
H -4.324 -3.331 -11.174
H -5.393 -2.625 -9.985
H -6.571 -4.292 -11.324
H -6.554 -4.753 -9.638
H -6.181 -6.708 -11.009
H -4.725 -6.402 -10.085
H -5.165 -5.645 -13.025
H -4.197 -7.000 -12.429
H -3.671 -5.346 -12.118
*
```

Results of the Mulliken charge analysis, in e, for atoms 1 through 99:
1. N -0.64
2. C 0.66
3. C -0.56
4. C -0.45
5. C 0.25
6. C 0.31
7. C -0.59
8. S -0.32
9. C 0.26
10. C 0.32
11. C -0.64
12. C -0.53
13. C 0.52
14. C -0.55
15. C -0.03
16. O -0.40
17. C 0.12
18. O -0.52
19. N -0.32
20. H 0.26
21. H 0.28
22. H 0.31
23. H 0.18
24. H 0.14
25. H 0.17
26. H 0.31
27. H 0.12
28. H 0.34
29. H 0.34
30. H 0.33
31. H 0.33
32. C -1.24
33. C 0.07
34. C -0.32
35. C -0.95
36. C 0.08
37. C -1.35
38. H 0.36
39. H 0.38
40. H 0.25
41. H -0.08
42. H 0.36
43. H 0.36
44. H 0.05
45. H 0.39
46. H 0.36
47. H 0.37
48. H -0.13
49. H 0.28
50. H 0.40
51. H 0.36
52. C -1.33
53. C -0.36
54. C -0.34
55. C -1.04
56. C -0.39
57. C -1.18
58. H 0.32
59. H 0.41
60. H 0.30
61. H 0.36
62. H 0.22
63. H 0.35
64. H 0.36
65. H 0.40
66. H 0.36
67. H 0.38
68. H 0.24
69. H 0.29
70. H 0.38
71. H 0.27
72. C -1.03
73. C -0.60
74. C -0.94
75. C -0.24
76. C -0.48
77. C -1.20
78. H 0.27
79. H 0.41
80. H 0.25
81. H 0.27
82. H 0.38
83. H 0.38
84. H 0.39
85. H 0.12
86. H 0.39
87. H 0.36
88. H 0.32
89. H 0.26
90. H 0.39
91. H 0.29
92. C -1.19
93. C -0.51
94. C -0.82
95. C 0.15
96. C -0.53
97. C -0.97
98. H 0.28
99. H 0.38

***

Record 3
DFT (wB97M-V/def2-TZVPD) results for a molecular structure, C2H2AlO6 at a distorted geometry.

## Properties
Gap between HOMO and LUMO in eV: 2.313
LUMO energy in eV: -11.5
HOMO energy in Eh: -0.506
ΔE to the lowest compared entry with this formula, charge and spin in kJ/mol: 5.3

```
! RIJCOSX wB97M-V def2-TZVPD def2/J DEFGRID3
* xyz 1 1
Al 0.044 -0.280 -1.043
O -3.819 2.534 -0.965
C -2.762 1.775 -0.978
O -2.067 1.852 -1.938
O -2.403 1.061 -0.055
H -3.283 2.734 -1.736
O 2.723 -2.353 2.280
C 3.146 -1.901 1.154
O 2.379 -1.129 0.529
O 4.167 -2.339 0.682
H 1.876 -1.953 2.070
*
```

Charge distribution, natural (NBO) scheme, values in e:
1. Al 1.07
2. O -0.55
3. C 0.87
4. O -0.55
5. O -0.41
6. H 0.50
7. O -0.56
8. C 0.91
9. O -0.53
10. O -0.24
11. H 0.49

***

Record 4
DFT (wB97M-V/def2-TZVPD) results for 2 unconnected molecules or ions with the total composition C4H8 at a distorted geometry.

## Properties
Gap between HOMO and LUMO (alpha / beta) in eV: 9.942 / 3.217
LUMO energy (alpha / beta) in eV: -4.8 / -9.9
HOMO energy (alpha / beta) in Eh: -0.543 / -0.481
ΔE to the lowest compared entry with this formula, charge and spin in kJ/mol: 276.1

```
! RIJCOSX wB97M-V def2-TZVPD def2/J DEFGRID3
* xyz 1 2
C -2.132 0.605 -1.126
C -2.414 -0.504 -0.385
H -2.076 1.602 -0.701
H -1.860 0.541 -2.175
H -2.983 -0.386 0.534
H -2.021 -1.475 -0.666
C 2.114 -0.023 1.400
C 2.432 -0.062 0.104
H 2.169 -0.924 2.004
H 1.488 0.769 1.794
H 2.691 -1.011 -0.352
H 2.592 0.870 -0.431
*
```

Charge distribution, natural (NBO) scheme, values in e:
1. C -0.13
2. C -0.13
3. H 0.24
4. H 0.23
5. H 0.24
6. H 0.24
7. C -0.26
8. C -0.28
9. H 0.21
10. H 0.21
11. H 0.22
12. H 0.22

***

Record 5
DFT (wB97M-V/def2-TZVPD) results for 4 unconnected molecules or ions with the total composition C3H14O3S2 at a distorted geometry.

## Properties
Gap between HOMO and LUMO (alpha / beta) in eV: 8.875 / 5.544
LUMO energy (alpha / beta) in eV: -4.9 / -8.2
HOMO energy (alpha / beta) in Eh: -0.505 / -0.505
ΔE to the lowest compared entry with this formula, charge and spin in kJ/mol: 89.4

```
! RIJCOSX wB97M-V def2-TZVPD def2/J DEFGRID3
* xyz 1 2
C 1.112 1.261 -2.138
C 1.014 0.773 -0.796
S -0.552 -0.080 -0.581
S -0.053 -1.359 1.045
C 0.487 -0.128 2.268
H 0.308 1.994 -2.392
H 2.080 1.795 -2.135
H 1.141 0.462 -2.928
H 1.211 1.587 -0.051
H 1.834 0.045 -0.608
H -0.306 0.689 2.176
H 1.484 0.164 2.098
H 0.355 -0.497 3.248
H -5.331 -0.773 -1.450
H -3.971 -1.691 -1.916
O -4.389 -0.950 -1.376
H -3.095 1.931 1.202
H -4.352 1.272 0.883
O -3.745 1.351 1.661
H 7.194 -0.615 -0.666
H 6.141 0.093 0.302
O 6.795 0.241 -0.434
*
```

Charge distribution, natural (NBO) scheme, values in e:
1. C -0.65
2. C -0.57
3. S 0.47
4. S 0.47
5. C -0.77
6. H 0.23
7. H 0.26
8. H 0.24
9. H 0.26
10. H 0.25
11. H 0.27
12. H 0.25
13. H 0.28
14. H 0.50
15. H 0.50
16. O -0.99
17. H 0.45
18. H 0.47
19. O -0.92
20. H 0.48
21. H 0.47
22. O -0.94

***

Record 6
DFT (wB97M-V/def2-TZVPD) results for 2 unconnected molecules or ions with the total composition C6H5BrINO7P2 at a distorted geometry.

## Properties
Gap between HOMO and LUMO in eV: 3.269
LUMO energy in eV: 3.9
HOMO energy in Eh: 0.024

```
! RIJCOSX wB97M-V def2-TZVPD def2/J DEFGRID3
* xyz -2 1
O -0.158 -2.714 1.754
C 0.473 -2.533 0.747
O 1.259 -3.571 0.223
C 0.511 -1.228 -0.023
C 1.592 -0.293 0.135
I 3.215 -0.757 1.443
C 1.574 0.894 -0.548
N 0.528 1.221 -1.409
C -0.507 0.365 -1.598
C -0.580 -0.844 -0.950
P -2.089 -1.776 -1.336
O -3.085 -1.427 -0.021
Br -1.690 -4.020 -1.301
H 1.033 -3.576 -0.720
H 2.403 1.589 -0.413
H 0.506 2.105 -1.893
H -1.302 0.663 -2.292
H -3.672 -2.190 0.095
O 0.426 2.432 2.504
P -0.003 3.628 1.626
O 1.248 4.229 0.955
O -0.710 4.668 2.502
O -0.972 3.137 0.520
*
```

Charge distribution, natural (NBO) scheme, values in e:
1. O -0.55
2. C 0.79
3. O -0.73
4. C -0.37
5. C -0.09
6. I 0.13
7. C -0.08
8. N -0.52
9. C 0.10
10. C -0.47
11. P 1.01
12. O -0.96
13. Br -0.35
14. H 0.48
15. H 0.25
16. H 0.43
17. H 0.21
18. H 0.48
19. O -1.00
20. P 2.44
21. O -1.10
22. O -1.06
23. O -1.04

***

Record 7
DFT (wB97M-V/def2-TZVPD) results for a gas-phase ion, C3H6NOS (charge -1) at a distorted geometry.

## Properties
Gap between HOMO and LUMO in eV: 6.864
LUMO energy in eV: 4.1
SMILES string: N[C@H](C=O)C[S-]
HOMO energy in Eh: -0.103
ΔE to the lowest compared entry with this formula, charge and spin in kJ/mol: 227.4

```
! RIJCOSX wB97M-V def2-TZVPD def2/J DEFGRID3
* xyz -1 1
O -0.997 2.438 0.175
C -0.713 1.406 0.699
C -0.026 0.319 -0.269
C -0.583 -1.123 -0.219
S 0.428 -1.950 1.257
N 1.394 0.387 -0.116
H -0.636 1.091 1.766
H -0.288 0.575 -1.310
H -0.471 -1.609 -1.198
H -1.703 -1.227 -0.045
H 1.806 -0.428 0.324
H 1.790 0.121 -1.065
*
```

Charge distribution, natural (NBO) scheme, values in e:
1. O -0.56
2. C 0.46
3. C -0.17
4. C -0.50
5. S -0.76
6. N -0.86
7. H 0.13
8. H 0.17
9. H 0.17
10. H 0.19
11. H 0.40
12. H 0.33

***

Record 8
DFT (wB97M-V/def2-TZVPD) results for 2 unconnected molecules or ions with the total composition C4H10S at a distorted geometry.

## Properties
Gap between HOMO and LUMO in eV: 9.442
LUMO energy in eV: 1.0
SMILES string: C=C.CSC
HOMO energy in Eh: -0.309
ΔE to the lowest compared entry with this formula, charge and spin in kJ/mol: 126.4

```
! RIJCOSX wB97M-V def2-TZVPD def2/J DEFGRID3
* xyz 0 1
C -2.323 0.050 0.203
C -2.413 -1.263 0.344
H -1.602 0.585 0.812
H -2.967 0.647 -0.433
H -1.795 -1.759 1.079
H -3.129 -1.898 -0.152
C 1.209 -1.147 0.253
S 1.269 0.655 0.402
C 0.757 1.082 -1.313
H 2.103 -1.451 -0.298
H 0.324 -1.556 -0.214
H 1.318 -1.548 1.255
H -0.327 1.104 -1.278
H 1.070 2.111 -1.469
H 0.978 0.236 -1.956
*
```

Charge distribution, natural (NBO) scheme, values in e:
1. C -0.39
2. C -0.39
3. H 0.21
4. H 0.19
5. H 0.19
6. H 0.19
7. C -0.75
8. S 0.16
9. C -0.73
10. H 0.21
11. H 0.22
12. H 0.23
13. H 0.21
14. H 0.23
15. H 0.22

***

What did the fifth record say?
DFT (wB97M-V/def2-TZVPD) results for 4 unconnected molecules or ions with the total composition C3H14O3S2 at a distorted geometry.

## Properties
Gap between HOMO and LUMO (alpha / beta) in eV: 8.875 / 5.544
LUMO energy (alpha / beta) in eV: -4.9 / -8.2
HOMO energy (alpha / beta) in Eh: -0.505 / -0.505
ΔE to the lowest compared entry with this formula, charge and spin in kJ/mol: 89.4

```
! RIJCOSX wB97M-V def2-TZVPD def2/J DEFGRID3
* xyz 1 2
C 1.112 1.261 -2.138
C 1.014 0.773 -0.796
S -0.552 -0.080 -0.581
S -0.053 -1.359 1.045
C 0.487 -0.128 2.268
H 0.308 1.994 -2.392
H 2.080 1.795 -2.135
H 1.141 0.462 -2.928
H 1.211 1.587 -0.051
H 1.834 0.045 -0.608
H -0.306 0.689 2.176
H 1.484 0.164 2.098
H 0.355 -0.497 3.248
H -5.331 -0.773 -1.450
H -3.971 -1.691 -1.916
O -4.389 -0.950 -1.376
H -3.095 1.931 1.202
H -4.352 1.272 0.883
O -3.745 1.351 1.661
H 7.194 -0.615 -0.666
H 6.141 0.093 0.302
O 6.795 0.241 -0.434
*
```

Charge distribution, natural (NBO) scheme, values in e:
1. C -0.65
2. C -0.57
3. S 0.47
4. S 0.47
5. C -0.77
6. H 0.23
7. H 0.26
8. H 0.24
9. H 0.26
10. H 0.25
11. H 0.27
12. H 0.25
13. H 0.28
14. H 0.50
15. H 0.50
16. O -0.99
17. H 0.45
18. H 0.47
19. O -0.92
20. H 0.48
21. H 0.47
22. O -0.94